{
  "formula": "C45H116Cu2N8O15",
  "method": "ωB97M-V with the def2-TZVPD basis set",
  "total_charge": 2,
  "gap_ev": 1.3395,
  "max_force_ev_per_a": 3.54,
  "homo_energy_ev": -10.00,
  "elements": ["N", "H", "H", "H", "H", "Cu", "Cu", "C", "C", "C", "O", "H", "H", "H", "H", "H", "H", "H", "C", "O", "C", "C", "N", "C", "C", "O", "C", "H", "H", "H", "H", "H", "H", "H", "H", "H", "H", "H", "H", "H", "H", "H", "C", "O", "C", "C", "N", "C", "C", "O", "C", "H", "H", "H", "H", "H", "H", "H", "H", "H", "H", "H", "H", "H", "H", "H", "C", "O", "C", "C", "N", "C", "C", "O", "C", "H", "H", "H", "H", "H", "H", "H", "H", "H", "H", "H", "H", "H", "H", "H", "C", "O", "C", "C", "N", "C", "C", "O", "C", "H", "H", "H", "H", "H", "H", "H", "H", "H", "H", "H", "H", "H", "H", "H", "C", "O", "C", "C", "N", "C", "C", "O", "C", "H", "H", "H", "H", "H", "H", "H", "H", "H", "H", "H", "H", "H", "H", "H", "C", "O", "C", "C", "N", "C", "C", "O", "C", "H", "H", "H", "H", "H", "H", "H", "H", "H", "H", "H", "H", "H", "H", "H", "C", "O", "C", "C", "N", "C", "C", "O", "C", "H", "H", "H", "H", "H", "H", "H", "H", "H", "H", "H", "H", "H", "H", "H"],
  "positions_angstrom": [[-14.82008, 26.56136, 4.39904], [-14.85496, 27.45688, 3.93330], [-15.62660, 26.17941, 4.87205], [-14.14476, 26.64491, 5.14541], [-14.44892, 25.79034, 3.86250], [-11.23371, 24.77033, 0.67619], [-10.88833, 22.35486, 4.40545], [-15.94534, 21.30360, 2.14424], [-15.08511, 22.04741, 1.18616], [-15.93238, 22.68966, 0.14690], [-14.29475, 23.00978, 1.82498], [-15.33426, 20.97742, 2.98584], [-16.47512, 20.44228, 1.73737], [-16.72697, 22.03817, 2.33808], [-14.36694, 21.40177, 0.68071], [-16.69868, 23.29175, 0.63514], [-16.56671, 22.07844, -0.49508], [-15.35334, 23.39413, -0.45020], [-11.45451, 20.75389, -5.74895], [-11.65897, 21.52001, -4.54876], [-11.25421, 22.85803, -4.49463], [-12.21966, 23.81770, -5.09358], [-11.66655, 25.16036, -5.24530], [-12.71961, 26.13994, -5.60939], [-12.21239, 27.64353, -5.36867], [-12.91188, 28.71058, -6.08033], [-12.94934, 28.83669, -7.50770], [-11.80892, 21.26502, -6.64407], [-12.06187, 19.87229, -5.54405], [-10.45723, 20.36867, -5.96141], [-10.32525, 22.92782, -5.06055], [-11.04739, 23.19878, -3.48013], [-13.10256, 23.88036, -4.45745], [-12.46116, 23.44982, -6.09080], [-11.26961, 25.42249, -4.35433], [-13.57425, 25.93073, -4.96604], [-13.04080, 26.09856, -6.65017], [-11.15998, 27.91659, -5.44586], [-12.21146, 27.82334, -4.29361], [-13.08581, 27.93263, -8.10113], [-11.99132, 29.17736, -7.90044], [-13.77048, 29.54587, -7.61203], [-16.02001, 16.10089, 6.80410], [-15.30552, 16.57852, 7.94987], [-15.95521, 17.58005, 8.71038], [-15.02687, 18.10936, 9.81620], [-14.96336, 17.15426, 10.95641], [-13.92450, 17.41178, 11.95548], [-13.45699, 16.15795, 12.62171], [-12.58493, 15.50573, 11.73503], [-12.53509, 14.00636, 11.90605], [-15.68178, 15.09096, 6.57225], [-15.69745, 16.65009, 5.91955], [-17.08191, 16.08171, 7.04928], [-16.88781, 17.28088, 9.18876], [-16.10987, 18.39123, 7.99894], [-15.43082, 19.06449, 10.15185], [-14.02259, 18.32989, 9.45442], [-14.75507, 16.20550, 10.67968], [-14.26843, 18.10296, 12.72494], [-13.10763, 18.01880, 11.56516], [-14.27808, 15.47510, 12.83991], [-12.87542, 16.34088, 13.52527], [-12.23352, 13.76564, 12.92547], [-11.95569, 13.38155, 11.22634], [-13.56008, 13.63588, 11.89079], [-12.59078, 14.97177, 2.00949], [-11.63953, 15.63689, 2.79405], [-11.71375, 17.00607, 2.41733], [-10.46813, 17.63521, 3.04155], [-10.49416, 18.10524, 4.41749], [-10.89781, 17.20368, 5.51066], [-9.87645, 16.05301, 5.62107], [-8.50155, 16.43549, 5.77044], [-7.78100, 15.29351, 6.26771], [-12.66552, 13.89983, 2.19239], [-12.44167, 14.95917, 0.92981], [-13.60118, 15.38060, 2.00211], [-12.57213, 17.64127, 2.63596], [-11.58094, 17.16797, 1.34763], [-9.84528, 18.36720, 2.52741], [-9.69157, 16.87596, 2.94882], [-9.49178, 18.12897, 4.53903], [-11.86375, 16.72606, 5.34651], [-11.05538, 17.81537, 6.39898], [-9.99352, 15.42894, 4.73511], [-10.11802, 15.41445, 6.47077], [-8.06167, 14.38935, 5.72752], [-7.93208, 15.17934, 7.34114], [-6.70627, 15.38735, 6.11195], [-21.67868, 18.15707, 2.10199], [-22.86990, 17.46994, 1.81075], [-23.26649, 17.36036, 0.43525], [-24.56472, 16.47332, 0.44738], [-25.82688, 17.20157, 0.61821], [-26.21721, 17.43512, 2.04008], [-27.21613, 16.30838, 2.44032], [-28.58275, 16.44897, 1.77802], [-29.11179, 15.25305, 1.22110], [-20.68974, 17.77480, 1.84910], [-21.70824, 18.23062, 3.18910], [-21.81145, 19.22466, 1.92669], [-22.39548, 17.08495, -0.15939], [-23.49486, 18.37457, 0.10766], [-24.43191, 15.64689, 1.14558], [-24.66232, 15.93629, -0.49612], [-26.65206, 16.78035, 0.21603], [-26.68106, 18.42150, 2.03624], [-25.32229, 17.58000, 2.64524], [-27.29275, 16.25231, 3.52617], [-26.79935, 15.34578, 2.14402], [-28.92341, 14.31928, 1.75091], [-28.84937, 15.21111, 0.16400], [-30.19512, 15.35530, 1.15749], [-21.83510, 23.41240, 5.10302], [-21.23810, 24.69930, 5.23524], [-19.84101, 24.67854, 5.20009], [-19.19214, 24.33085, 6.64170], [-17.70772, 24.23468, 6.67056], [-17.21036, 24.43143, 8.07396], [-15.79398, 23.94587, 8.38572], [-15.46102, 24.49473, 9.65570], [-15.75611, 23.69933, 10.90611], [-22.86784, 23.32986, 5.44175], [-21.30005, 22.60608, 5.60471], [-21.79473, 23.15159, 4.04546], [-19.53725, 25.71375, 5.04461], [-19.50875, 24.02239, 4.39562], [-19.65575, 23.46236, 7.10954], [-19.43382, 25.12902, 7.34356], [-17.53626, 23.26299, 6.45489], [-17.82789, 23.72855, 8.63318], [-17.44879, 25.39142, 8.53187], [-15.01333, 24.33171, 7.73012], [-15.65175, 22.86822, 8.46651], [-16.79665, 23.39992, 11.03160], [-15.64775, 24.43307, 11.70484], [-15.09867, 22.85820, 11.12604], [-18.54537, 32.38855, 8.77328], [-18.33710, 31.28802, 7.86050], [-19.15092, 31.35131, 6.77198], [-18.83660, 30.12916, 5.85369], [-17.52310, 30.10091, 5.28498], [-17.53485, 30.94397, 4.03450], [-16.21902, 30.65882, 3.21598], [-15.75207, 29.38340, 2.76704], [-16.54286, 28.81006, 1.78368], [-19.45117, 32.04596, 9.27354], [-18.79633, 33.34309, 8.31070], [-17.72809, 32.70644, 9.42066], [-18.93204, 32.26386, 6.21751], [-20.20630, 31.31890, 7.04259], [-19.61099, 29.89835, 5.12215], [-18.85820, 29.32416, 6.58827], [-17.02270, 30.54956, 6.03891], [-17.64387, 32.02838, 4.05070], [-18.33280, 30.66650, 3.34574], [-15.50090, 30.94333, 3.98504], [-16.04842, 31.41121, 2.44598], [-16.82464, 29.49069, 0.98029], [-17.47027, 28.45242, 2.23100], [-16.06862, 27.94298, 1.32393], [-17.33311, 25.07144, -14.93925], [-17.71206, 24.39944, -13.67600], [-19.09257, 24.29180, -13.48841], [-19.54093, 23.45257, -12.29106], [-18.97671, 24.07383, -11.06991], [-19.07524, 23.43337, -9.73877], [-18.81094, 24.51932, -8.73594], [-18.72255, 23.95243, -7.46084], [-18.90542, 24.96418, -6.35229], [-17.83176, 26.02143, -15.13153], [-17.35231, 24.42314, -15.81530], [-16.27837, 25.30621, -14.79612], [-19.56529, 23.85417, -14.36768], [-19.55414, 25.26877, -13.34497], [-19.38168, 22.38864, -12.46654], [-20.59300, 23.40889, -12.00938], [-18.19155, 24.70197, -11.16507], [-18.38592, 22.62325, -9.50075], [-20.09635, 23.06331, -9.64654], [-19.50183, 25.33327, -8.95562], [-17.81218, 24.92285, -8.90251], [-18.98377, 25.98775, -6.71870], [-18.12481, 24.92010, -5.59281], [-19.87356, 24.82340, -5.87169]],
  "forces_ev_per_angstrom": [[1.25, -1.17, 1.15], [-0.94, 0.73, -0.66], [-1.35, 0.44, -0.05], [0.40, 0.43, 0.57], [-0.06, -0.15, -1.08], [-0.57, -0.49, 0.03], [-0.21, -0.51, -0.21], [-0.31, -0.31, 0.49], [1.45, 0.39, -0.70], [-1.05, 1.38, -0.88], [0.25, 0.43, 0.49], [-0.44, 0.16, 0.33], [0.30, -0.07, -0.31], [-0.06, -0.20, 1.06], [0.18, -0.66, -0.19], [0.06, 0.35, 0.35], [0.59, -0.59, -0.10], [0.05, -0.19, -0.24], [-0.75, 0.00, 0.50], [-0.17, -0.54, 0.51], [1.42, -0.09, -1.06], [-0.56, 0.62, -0.66], [-0.10, 0.22, -0.66], [1.41, 1.54, 0.43], [-0.04, 0.22, -0.66], [-0.36, -1.39, 1.35], [0.67, -0.31, 0.70], [-0.15, 0.08, 0.04], [-0.11, 0.05, -0.40], [0.47, 0.52, 0.50], [0.39, 0.34, 0.06], [0.07, -0.58, 0.44], [-0.56, -0.38, -0.11], [-0.45, 0.04, 0.02], [0.12, 0.32, 0.15], [-0.46, 0.43, -0.08], [0.23, -0.54, -0.01], [0.62, -1.20, -1.21], [-1.36, 0.45, 0.25], [-0.69, -0.40, 0.43], [0.07, 0.69, 0.16], [0.30, -0.07, -0.65], [0.73, -0.09, 0.84], [0.16, -0.88, 0.32], [1.18, 0.74, -0.32], [-0.08, -1.37, 0.59], [0.17, 0.35, 0.10], [-0.64, 1.48, 0.34], [0.72, -0.73, -0.03], [1.14, -2.97, -1.47], [-1.28, 1.53, 1.28], [-0.07, -0.18, 0.46], [-0.66, 0.60, -0.09], [-0.12, 0.15, -0.60], [-0.18, -0.33, -0.23], [-0.55, 0.48, 0.13], [-0.21, -0.02, 0.27], [0.21, -0.08, -0.45], [-0.25, 0.01, -0.94], [-0.63, -0.11, 0.32], [0.66, -0.47, -0.48], [-0.42, 0.23, 0.27], [-0.36, 0.33, 0.38], [0.48, 0.21, 0.10], [0.28, 1.08, -0.42], [-0.25, 0.05, -0.39], [-1.18, -1.53, -1.20], [-1.56, 0.88, -0.84], [2.52, 1.61, 0.09], [1.01, -1.01, -0.13], [0.00, 0.67, 0.35], [0.53, -0.57, -0.44], [-0.27, -0.20, 0.72], [-0.30, -0.21, -0.04], [0.30, 0.30, -0.25], [0.22, 0.15, 0.84], [1.11, 0.52, -0.31], [-0.18, 0.29, 0.98], [-0.75, -0.80, 0.72], [-0.04, -0.63, -0.40], [-1.20, 0.83, -0.77], [-0.15, -0.99, 0.20], [0.34, 0.84, 0.74], [-0.05, 0.05, -0.38], [0.51, -0.15, 0.18], [0.09, -0.04, -0.19], [-0.36, 0.02, 0.18], [-0.27, -0.09, 0.08], [-0.27, -0.11, 0.03], [-0.09, 0.54, -0.14], [-1.19, 1.11, 1.73], [0.52, -0.79, -0.23], [-0.80, 0.61, 1.14], [0.02, -0.13, -1.28], [0.85, 0.70, 1.19], [-0.94, -0.14, -1.66], [-0.61, 0.31, -0.25], [2.36, -0.05, 1.39], [-0.53, 0.60, -0.61], [-0.29, -0.36, -0.75], [0.33, -0.55, 0.33], [0.39, 0.25, -1.10], [-0.23, -0.91, -0.21], [-0.46, 0.11, -0.28], [0.20, 0.12, 0.58], [0.25, 0.23, -0.34], [0.43, -0.30, -0.59], [-0.51, -0.09, 0.33], [-0.10, -0.72, 0.24], [-0.65, 0.19, 0.08], [0.07, -0.04, -0.25], [0.43, 0.14, 0.11], [0.57, -0.49, -0.08], [-0.12, 0.21, 0.46], [0.45, -0.49, -0.75], [-0.64, -0.31, 0.82], [0.63, 0.08, 1.97], [-0.25, 0.62, -0.60], [0.10, 0.58, -0.05], [-1.08, -2.13, -0.45], [0.19, 0.77, 1.13], [-0.03, -1.12, 2.04], [-0.16, 1.62, -0.76], [0.11, 0.76, 0.06], [0.32, 0.17, 0.38], [-0.25, -0.13, -0.23], [0.11, -0.07, -0.48], [0.43, -0.10, 0.01], [-0.06, -0.40, -0.25], [-0.31, 0.34, -0.35], [0.48, -0.14, -0.19], [-0.21, 0.02, 0.70], [0.46, 0.31, -0.65], [-0.07, 0.11, -0.45], [-0.46, -0.25, -0.52], [-0.13, -0.21, -0.75], [0.40, 0.03, -0.14], [0.21, 0.04, -0.63], [-1.31, -0.24, -0.33], [2.24, 0.63, 1.52], [-0.61, -0.33, -2.41], [-1.32, -0.63, 2.04], [-0.42, 1.55, -1.76], [1.22, -2.18, -1.63], [0.99, 1.56, 1.88], [0.11, 0.16, 0.83], [-1.34, -0.56, -0.47], [0.17, 0.59, 0.90], [-0.15, -0.14, -0.82], [0.26, -1.21, 0.04], [-0.31, 0.42, -0.19], [-0.28, 0.11, 0.03], [-0.02, 0.35, -0.02], [-0.22, -0.44, -0.02], [1.08, 0.29, -0.23], [0.36, 0.17, 0.75], [-0.62, -0.51, 0.60], [0.61, -0.17, -0.15], [-0.45, -0.15, -0.45], [0.19, 0.27, -0.05], [-0.30, -0.10, -0.05], [0.39, 0.07, 0.12], [0.71, -0.56, 1.48], [0.62, 0.53, -1.08], [-1.95, -0.10, -0.29], [1.05, 0.40, 1.67], [0.15, -0.76, 0.65], [-0.12, 0.68, -1.36], [0.98, 0.13, -0.52], [-1.07, 1.69, 2.92], [-0.45, -0.85, -1.36], [-0.47, -0.17, 0.23], [-0.59, -0.24, 0.14], [-0.01, 0.03, 0.09], [-0.05, -0.07, -0.30], [0.11, 0.43, -0.10], [1.13, -0.26, 0.19], [-0.61, 0.68, -1.18], [0.15, -0.54, -0.36], [0.14, -0.35, -0.44], [-0.08, -0.12, 0.20], [-0.48, 0.05, 0.81], [0.25, 0.34, -0.63], [0.46, -0.04, -0.44], [0.17, -0.36, -0.33], [0.00, -0.53, 0.02]]
}